Entry 1:
{
  "formula": "C18H21N3O7",
  "method": "ωB97M-V with the def2-TZVPD basis set",
  "species": ["O", "O", "O", "O", "O", "O", "O", "C", "C", "C", "C", "C", "C", "C", "C", "C", "C", "C", "C", "C", "N", "N", "N", "C", "C", "C", "C", "C", "H", "H", "H", "H", "H", "H", "H", "H", "H", "H", "H", "H", "H", "H", "H", "H", "H", "H", "H", "H", "H"],
  "positions_angstrom": [[-3.7543, 2.5643, -0.1653], [-3.4002, 4.0802, 4.6157], [-0.6464, -4.2947, -2.5797], [0.5556, 5.1579, 2.9789], [1.2707, -1.5976, -4.6023], [-2.3162, 3.9556, -1.2193], [-0.4496, 1.0325, 3.3517], [-2.8856, 3.4179, -0.1195], [-2.6939, 4.1712, 3.6295], [-0.0519, -4.1025, -1.5298], [-0.5575, 4.7314, 2.7397], [1.5528, -2.2847, -3.6277], [-3.1780, 3.7604, 2.3257], [-2.3752, 3.8325, 1.1961], [1.3612, 0.0538, 2.1231], [-0.7163, 0.6642, 0.9960], [1.8873, -0.4099, 0.9017], [-0.1792, 0.2241, -0.2280], [0.0598, 0.5936, 2.1719], [1.1197, -0.3193, -0.2771], [-1.4298, 4.6553, 3.7863], [2.4473, -3.2702, -3.7911], [0.7199, -3.0395, -1.3095], [-0.1646, -5.1030, -0.4031], [-0.9553, 4.3677, 1.3128], [3.0747, -4.1406, -2.7968], [1.6860, -0.8046, -1.5995], [0.8950, -1.9395, -2.2698], [-2.7680, 3.5437, -1.9729], [-1.4036, 0.9519, 3.3859], [-4.1981, 3.3927, 2.2728], [1.9448, 0.0038, 3.0304], [-1.7241, 1.0453, 1.0347], [2.8890, -0.8156, 0.8705], [-0.7726, 0.2883, -1.1307], [-1.0906, 4.8529, 4.7185], [2.7436, -3.3823, -4.7486], [1.1361, -2.9343, -0.3997], [-0.5374, -4.6024, 0.4882], [-0.8625, -5.8858, -0.6986], [0.8114, -5.5419, -0.2065], [-0.2494, 3.6168, 0.9467], [-0.8475, 5.2608, 0.6912], [3.3419, -3.5728, -1.9046], [2.3930, -4.9499, -2.5303], [3.9825, -4.5775, -3.2161], [1.7196, 0.0458, -2.2825], [2.7136, -1.1377, -1.4476], [-0.0977, -1.5585, -2.5115]],
  "lowdin_charge": [0.104, 0.091, 0.063, 0.083, 0.046, 0.132, 0.048, -0.488, -0.462, -0.571, -0.425, -0.461, 0.105, -0.095, 0.004, -0.010, -0.029, -0.011, -0.315, -0.231, 0.198, 0.044, 0.101, 0.003, -0.008, -0.061, -0.098, -0.195, 0.138, 0.106, 0.138, 0.113, 0.098, 0.108, 0.117, 0.179, 0.144, 0.138, 0.082, 0.086, 0.078, 0.136, 0.144, 0.076, 0.075, 0.087, 0.133, 0.115, 0.148],
  "homo_lumo_gap_ha": 0.2926,
  "smiles": "CNC(=O)[C@H](Cc1ccc(O)cc1)NC(C)=O.O=C1C=C(C(=O)O)CC(=O)N1",
  "de_lowest_ev": 0.000
}

Entry 2:
{
  "formula": "C4H8N3O",
  "method": "ωB97M-V with the def2-TZVPD basis set",
  "species": ["C", "C", "C", "C", "N", "N", "N", "O", "H", "H", "H", "H", "H", "H", "H", "H"],
  "positions_angstrom": [[0.8020, 0.3804, 3.0870], [0.9470, 0.2617, -1.2665], [-1.2991, 0.4849, -0.6282], [-0.1209, -1.5423, 0.0516], [0.3087, 1.9621, 0.1561], [1.0875, 1.4274, -0.5104], [-0.2359, -0.3101, -0.7678], [0.6539, 0.3584, 4.2029], [0.7366, 0.6757, -2.2904], [1.8269, -0.2979, -1.2220], [-2.2479, 0.1146, -0.2533], [-0.8499, 1.2764, 0.2471], [-1.2735, 1.0820, -1.5518], [-0.4353, -2.4323, -0.6355], [0.8968, -1.7898, 0.5331], [-0.7971, -1.6512, 0.8480]],
  "lowdin_charge": [-0.016, -0.146, -0.013, -0.021, 0.232, 0.084, -0.213, 0.060, 0.185, 0.140, 0.146, 0.101, 0.135, 0.138, 0.126, 0.061],
  "homo_lumo_gap_ha": 0.3511,
  "de_lowest_ev": 5.635,
  "charge": 1
}

Entry 3:
{
  "formula": "C28H28CoN8O4S3",
  "method": "ωB97M-V with the def2-TZVPD basis set",
  "species": ["Co", "N", "C", "C", "C", "C", "C", "C", "S", "O", "O", "N", "C", "N", "C", "C", "C", "N", "H", "H", "H", "H", "H", "H", "H", "H", "H", "C", "C", "C", "C", "C", "C", "C", "S", "O", "O", "N", "C", "C", "C", "C", "C", "N", "H", "H", "H", "H", "H", "H", "H", "H", "H", "H", "H", "C", "C", "C", "C", "N", "C", "S", "N", "C", "H", "H", "H", "H", "H", "H", "H", "H"],
  "positions_angstrom": [[-0.2388, 0.4250, 1.1159], [-1.9839, 7.8758, -0.2063], [-1.7845, 6.5488, -0.5555], [-2.4513, 5.9948, -1.6481], [-2.2910, 4.6571, -1.9602], [-1.4583, 3.8567, -1.1930], [-0.7821, 4.4016, -0.1115], [-0.9509, 5.7324, 0.2128], [-1.2256, 2.1812, -1.6743], [-2.3146, 1.8439, -2.5433], [0.1325, 2.0396, -2.1265], [-1.3076, 1.3310, -0.2977], [-2.4103, 1.3730, 0.4979], [-3.4669, 2.1675, 0.3282], [-4.3632, 2.1075, 1.2998], [-4.2185, 1.3397, 2.4611], [-3.0588, 0.6038, 2.5726], [-2.1825, 0.5773, 1.5733], [-2.3202, 8.4785, -0.9383], [-1.2655, 8.3000, 0.3555], [-3.1098, 6.6128, -2.2441], [-2.8286, 4.2206, -2.7895], [-0.1238, 3.7813, 0.4852], [-0.4362, 6.1502, 1.0690], [-5.2407, 2.7309, 1.1731], [-4.9580, 1.3482, 3.2446], [-2.8018, 0.0345, 3.4591], [2.8340, -1.7821, -5.8981], [2.3602, -1.9603, -4.4831], [2.4666, -3.2063, -3.8601], [2.0147, -3.4007, -2.5668], [1.4397, -2.3314, -1.8858], [1.3339, -1.0892, -2.4772], [1.7896, -0.9108, -3.7744], [0.8232, -2.6321, -0.2635], [-0.5819, -2.9633, -0.3547], [1.7141, -3.6365, 0.2957], [0.9086, -1.2769, 0.5618], [2.0810, -0.5585, 0.6201], [3.3960, -0.9932, 0.4407], [4.3984, -0.0528, 0.5246], [4.0996, 1.2781, 0.8108], [2.7788, 1.6154, 1.0091], [1.8000, 0.7185, 0.9223], [3.6752, -2.4387, -6.1157], [3.1456, -0.7554, -6.0875], [2.0393, -2.0210, -6.6066], [2.9145, -4.0334, -4.3977], [2.1128, -4.3608, -2.0834], [0.8820, -0.2590, -1.9480], [1.6934, 0.0661, -4.2324], [3.5994, -2.0326, 0.2330], [5.4271, -0.3548, 0.3763], [4.8679, 2.0325, 0.8866], [2.4821, 2.6262, 1.2570], [-2.8179, -3.8087, 1.7142], [-1.5212, -3.5289, 2.3880], [-0.5990, -4.4595, 2.7716], [0.5990, -4.0050, 3.3414], [0.8531, -2.7224, 3.5700], [-0.0403, -1.8224, 3.1778], [0.2171, -0.1248, 3.3557], [-1.2072, -2.2367, 2.6179], [1.6677, -4.9762, 3.7175], [-3.0780, -4.8584, 1.8236], [-2.7142, -3.5730, 0.6536], [-3.6168, -3.1995, 2.1378], [-0.7726, -5.5089, 2.5904], [-1.8063, -1.5091, 2.2418], [1.3528, -5.5618, 4.5829], [2.5801, -4.4406, 3.9595], [1.8490, -5.6647, 2.8934]],
  "mulliken_spin": [1.065, 0.000, 0.001, -0.001, 0.000, 0.000, -0.013, 0.002, 0.002, -0.004, 0.001, -0.028, -0.008, -0.004, 0.001, -0.004, 0.007, -0.038, 0.000, 0.000, 0.000, 0.000, 0.016, 0.000, 0.000, 0.000, -0.001, 0.000, 0.000, 0.000, 0.000, 0.000, 0.002, 0.000, 0.005, -0.001, 0.005, 0.028, 0.013, 0.009, -0.002, 0.002, -0.009, -0.020, 0.000, 0.000, 0.000, 0.000, 0.000, 0.000, 0.000, 0.000, 0.000, 0.000, 0.001, 0.000, -0.003, 0.002, -0.002, 0.000, 0.005, -0.031, -0.002, 0.000, 0.000, 0.000, 0.000, 0.000, 0.001, 0.000, 0.000, 0.000],
  "homo_lumo_gap_ha": [0.2918, 0.2958],
  "de_lowest_ev": 0.000,
  "spin_multiplicity": 2
}

Entry 4:
{
  "formula": "C5H14",
  "method": "ωB97M-V with the def2-TZVPD basis set",
  "species": ["C", "C", "H", "H", "H", "H", "H", "H", "C", "C", "C", "H", "H", "H", "H", "H", "H", "H", "H"],
  "positions_angstrom": [[-1.3608, 2.3404, -1.1709], [-1.1053, 1.4472, -2.4096], [-0.5214, 2.2746, -0.4712], [-1.3893, 3.3513, -1.5604], [-2.3260, 2.1383, -0.7182], [-1.6868, 1.8518, -3.2461], [-1.5814, 0.4802, -2.1924], [-0.0503, 1.3357, -2.5910], [0.8277, -1.9211, 1.5526], [-0.3122, -1.0957, 0.9002], [2.1843, -1.2270, 1.5372], [0.6878, -2.4341, 2.5227], [0.8107, -2.8923, 0.9450], [-0.3761, -1.0276, -0.1892], [2.1728, -0.2240, 1.9494], [2.9222, -1.8258, 2.1086], [2.5240, -1.0929, 0.5083], [-1.2596, -1.4420, 1.4016], [-0.1601, -0.0371, 1.1236]],
  "mulliken_spin": [0.930, 1.431, -0.153, -0.185, -0.421, -0.475, -0.041, -0.498, 0.375, 0.592, 1.100, -0.247, -0.029, -0.272, -0.444, -0.051, -0.291, -0.249, -0.071],
  "homo_lumo_gap_ha": [0.0960, 0.4203],
  "de_lowest_ev": 0.638,
  "charge": -1,
  "spin_multiplicity": 2
}

Entry 5:
{
  "formula": "C7H12BrClN2O",
  "method": "ωB97M-V with the def2-TZVPD basis set",
  "species": ["C", "C", "C", "C", "C", "C", "C", "N", "N", "O", "Cl", "Br", "H", "H", "H", "H", "H", "H", "H", "H", "H", "H", "H", "H"],
  "positions_angstrom": [[1.6320, -0.7121, 0.5586], [-0.0379, -0.3403, 0.9734], [-0.6091, 0.5590, -1.2352], [-0.9021, -1.5790, 1.1050], [0.2066, 0.1295, 2.3999], [-0.9568, 1.7617, -2.0602], [-0.1553, -0.6234, -1.9884], [2.1776, 0.4620, 0.4245], [-0.5072, 0.6366, 0.1298], [1.9087, -1.8507, 0.5289], [-0.8944, 2.2911, 0.8469], [4.0416, 0.4608, -0.2361], [-0.5186, -2.2847, 1.9005], [-1.2669, -1.9893, 0.2327], [-1.8325, -1.3576, 1.5743], [-0.7176, 0.6104, 2.8329], [1.0474, 0.8357, 2.3701], [0.5290, -0.7908, 3.0808], [-0.3162, 2.6562, -1.6055], [-1.9610, 2.0364, -2.0472], [-0.5454, 1.6745, -3.0775], [-0.7068, -0.6911, -2.8937], [-0.4136, -1.4912, -1.4588], [0.7985, -0.4036, -2.3558]],
  "lowdin_charge": [-0.735, -0.534, -0.245, -0.031, -0.117, -0.051, 0.020, -0.362, -0.234, 0.053, 0.733, 0.444, 0.122, 0.041, 0.075, 0.070, 0.061, 0.143, 0.113, 0.063, 0.096, 0.092, 0.070, 0.110],
  "homo_lumo_gap_ha": 0.2469,
  "de_lowest_ev": 3.248
}

| no. | calculated total energy (hartree) |
| --- | --- |
| 1 | -1389.5342 |
| 2 | -396.3291 |
| 3 | -4400.1984 |
| 4 | -198.8091 |
| 5 | -3492.7027 |